Computed, not measured: C9H19BeCl4NO17 as an isolated structure at a distorted geometry, with the ωB97M-V functional and the def2-TZVPD basis.

The geometry in XYZ format:
```
51
Properties=species:S:1:pos:R:3:mulliken_charge:R:1
Be -9.794 -25.795 -18.277 1.57
Cl -6.567 -25.874 -17.327 1.74
O -7.405 -24.773 -17.208 -0.61
O -7.436 -27.010 -17.328 -0.69
O -5.843 -25.780 -18.559 -0.63
O -5.641 -26.129 -16.224 -0.71
Cl -11.239 -29.640 -18.455 1.75
O -12.639 -29.720 -18.606 -0.68
O -10.785 -28.309 -18.302 -0.73
O -10.884 -30.479 -17.325 -0.68
O -10.621 -30.035 -19.682 -0.68
Cl -10.876 -25.720 -14.476 1.73
O -11.786 -26.590 -13.798 -0.67
O -11.307 -24.348 -14.235 -0.67
O -9.559 -25.984 -14.127 -0.64
O -10.905 -26.025 -15.871 -0.68
Cl -9.351 -26.572 -22.093 1.64
O -8.565 -26.307 -20.940 -0.65
O -10.158 -27.740 -21.788 -0.59
O -10.035 -25.303 -22.116 -0.67
O -8.513 -26.743 -23.222 -0.66
C -9.912 -21.469 -21.514 -1.54
C -8.871 -21.834 -20.347 1.01
C -8.250 -20.474 -19.922 -1.39
C -9.243 -19.527 -19.249 -0.52
C -9.670 -20.223 -18.004 -1.38
C -10.296 -21.652 -18.219 1.66
N -9.509 -22.541 -19.144 0.47
O -10.317 -23.726 -19.524 -0.18
C -10.365 -22.438 -16.836 -1.68
C -11.745 -21.403 -18.619 -1.87
C -7.711 -22.713 -20.848 -1.36
H -9.541 -20.659 -22.142 0.33
H -9.925 -22.399 -22.083 0.63
H -10.921 -21.203 -21.200 0.22
H -7.485 -20.746 -19.194 0.41
H -7.690 -19.914 -20.671 0.53
H -8.678 -18.599 -19.168 0.40
H -10.134 -19.140 -19.743 0.33
H -10.414 -19.617 -17.487 0.40
H -8.876 -20.318 -17.263 0.46
H -9.402 -22.936 -16.720 0.37
H -11.213 -23.122 -16.871 0.31
H -10.511 -21.798 -15.965 0.28
H -12.372 -20.820 -17.944 0.42
H -12.234 -22.325 -18.932 0.33
H -11.725 -20.685 -19.439 0.47
H -6.968 -23.007 -20.107 0.37
H -8.153 -23.667 -21.137 0.08
H -7.187 -22.171 -21.636 0.42
H -10.443 -23.706 -20.475 0.22
```

## Properties
Strongest force on any atom   5.506 eV/Å
DFT total energy   -96395.8097 eV
Highest occupied orbital energy   -0.15207 hartree
Total charge   -2
E_LUMO   1.14 eV
Relative energy (zero: lowest compared OMol25 entry of this formula, charge and spin)   45.40 kcal per mole